This record from the OMol25 dataset describes a structure of composition C22H34B2Br39O9S in a non-equilibrium geometry. The level of theory is wB97M-V/def2-TZVPD.

Properties
**Frontier orbital gap**: 5.955 eV
**ΔE to the lowest compared entry with this formula, charge and spin**: 0.00 kJ/mol
**Charge**: -1
**Highest occupied orbital energy**: -5.14 eV
**Total energy**: -2785637.884 eV
**Largest force on an atom**: 1.84 eV/Å

Each line ends with the Mulliken charge.
CARTESIAN COORDINATES (ANGSTROEM)
C: -4.08 2.62 -1.34  -1.387
C: -3.22 1.69 -0.48  0.469
O: -2.80 0.53 -1.18  -0.454
C: -1.42 0.54 -1.50  0.049
C: -0.48 0.45 -0.31  0.419
O: -0.91 -0.52 0.61  -0.242
C: -0.03 -0.70 1.70  1.472
O: 1.32 -0.48 1.45  -0.655
B: 1.90 0.09 2.70  1.024
C: 3.35 0.78 2.57  -0.984
C: 3.31 2.23 2.05  -0.520
C: 2.81 2.28 0.60  0.113
S: 1.80 3.70 0.14  1.377
O: 2.41 4.37 -0.98  -0.754
O: 0.44 3.33 -0.13  -0.626
O: 1.82 4.70 1.37  -0.341
O: 0.79 0.95 3.19  -0.300
C: -0.29 0.06 3.07  0.033
B: -1.65 0.76 3.40  0.657
O: -1.71 1.47 4.63  -0.533
O: -2.78 0.75 2.62  -0.570
H: -4.65 2.07 -2.08  0.173
H: -4.74 3.16 -0.66  0.402
H: -3.47 3.38 -1.82  0.340
H: -3.85 1.34 0.34  0.314
H: -2.39 2.28 -0.09  -0.072
H: -1.21 -0.32 -2.14  -0.142
H: -1.12 1.43 -2.06  0.244
H: 0.51 0.24 -0.72  0.072
H: -0.39 1.43 0.15  -0.068
H: -0.11 -1.77 1.92  -1.235
H: 2.03 -0.79 3.57  -0.384
H: 4.01 0.20 1.91  0.239
H: 3.82 0.83 3.55  0.252
H: 2.73 2.85 2.72  0.219
H: 4.34 2.61 2.07  0.523
H: 3.67 2.37 -0.05  0.252
H: 2.24 1.39 0.32  -0.254
H: 0.88 4.89 1.57  0.036
H: -0.25 -0.78 3.80  -0.254
H: -1.68 0.82 5.34  0.207
H: -2.98 1.65 2.32  0.142
C: -0.05 -0.40 -5.28  -0.405
Br: 0.61 -1.17 -3.65  -0.017
Br: 0.53 -1.39 -6.83  -0.006
Br: -1.97 -0.19 -5.26  0.020
H: 0.37 0.59 -5.36  0.417
C: -2.34 5.56 3.46  0.214
Br: -4.14 5.28 2.84  -0.020
Br: -1.15 6.02 2.01  0.079
Br: -2.25 6.86 4.87  -0.014
H: -1.99 4.62 3.86  -0.193
C: 0.56 3.91 6.15  0.340
Br: 1.73 2.52 6.78  -0.065
Br: -1.01 4.11 7.26  -0.080
Br: 1.50 5.58 5.96  -0.052
H: 0.21 3.62 5.16  -0.263
C: 5.09 1.23 -3.33  -0.372
Br: 5.77 0.44 -1.71  -0.042
Br: 5.64 0.25 -4.89  -0.078
Br: 3.18 1.44 -3.26  0.081
H: 5.51 2.22 -3.41  0.394
C: 2.52 -3.49 6.61  -0.417
Br: 2.47 -1.59 6.95  -0.003
Br: 1.96 -3.93 4.83  0.078
Br: 4.24 -4.23 7.06  -0.014
H: 1.80 -3.94 7.28  0.351
C: 1.39 -4.60 -9.76  0.397
Br: 1.44 -2.68 -9.93  -0.052
Br: 0.49 -5.42 -11.25  0.004
Br: 3.14 -5.34 -9.49  -0.005
H: 0.81 -4.83 -8.87  -0.361
C: -1.68 -4.81 3.05  -0.400
Br: -1.22 -6.17 4.35  -0.066
Br: -2.52 -3.29 3.88  -0.050
Br: -0.17 -4.31 1.98  0.066
H: -2.41 -5.25 2.38  0.476
C: 0.80 -7.90 1.42  0.075
Br: 1.44 -9.61 2.05  -0.061
Br: 2.10 -7.02 0.31  -0.008
Br: -0.90 -8.07 0.53  -0.027
H: 0.65 -7.27 2.29  -0.056
C: -5.94 3.75 -5.12  -0.311
Br: -4.72 2.27 -5.16  0.046
Br: -5.11 5.36 -5.78  -0.013
Br: -7.57 3.36 -6.06  -0.030
H: -6.19 3.93 -4.09  0.288
C: 0.78 -5.10 -4.91  0.137
Br: 2.52 -5.93 -4.96  -0.001
Br: -0.28 -5.58 -6.45  -0.036
Br: -0.14 -5.48 -3.27  0.014
H: 0.94 -4.03 -4.96  -0.134
C: 5.95 -4.15 11.29  -0.308
Br: 6.33 -5.21 12.85  -0.040
Br: 6.86 -4.83 9.73  -0.042
Br: 4.06 -3.96 11.00  -0.001
H: 6.34 -3.16 11.47  0.364
C: -4.60 9.56 2.35  0.219
Br: -6.41 9.28 1.74  -0.013
Br: -3.42 10.01 0.90  -0.010
Br: -4.52 10.86 3.76  -0.018
H: -4.26 8.62 2.76  -0.202
C: -2.07 -5.24 -14.38  -0.193
Br: -3.92 -5.63 -14.04  -0.005
Br: -1.62 -5.49 -16.24  -0.014
Br: -1.57 -3.49 -13.75  0.015
H: -1.48 -5.96 -13.82  0.173

---

This record from the OMol25 dataset describes the molecule C20H17F2NO5 in a non-equilibrium geometry. The level of theory is wB97M-V/def2-TZVPD.

Properties
**SMILES string**: O=C(COC(=O)c1ccc(N2CCCC2=O)cc1)c1ccc(OC(F)F)cc1
**Frontier orbital gap**: 9.075 eV
**ΔE to the lowest compared entry with this formula, charge and spin**: 2.19 kJ/mol
**Highest occupied orbital energy**: -8.80 eV
**Total energy**: -38179.615 eV
**Largest force on an atom**: 1.48 eV/Å

Each line ends with the Mulliken charge.
CARTESIAN COORDINATES (ANGSTROEM)
O: -4.07 -3.40 0.20  -0.608
C: -3.27 -2.64 -0.29  0.645
C: -2.20 -3.17 -1.25  -0.818
O: -0.95 -2.50 -1.19  -0.289
C: -0.49 -2.28 0.06  0.905
O: -1.11 -2.59 1.05  -0.658
C: 0.83 -1.62 0.07  0.056
C: 1.38 -1.26 1.29  -1.198
C: 2.62 -0.65 1.35  -0.190
C: 3.34 -0.39 0.18  1.011
N: 4.60 0.20 0.25  0.090
C: 5.32 0.29 1.51  -0.788
C: 6.76 0.61 1.08  -0.712
C: 6.56 1.39 -0.21  -0.696
C: 5.26 0.84 -0.77  0.545
O: 4.87 0.96 -1.91  -0.640
C: 2.77 -0.75 -1.05  -0.842
C: 1.54 -1.35 -1.10  -0.583
C: -3.30 -1.18 -0.06  0.428
C: -2.77 -0.25 -0.95  -0.575
C: -2.82 1.10 -0.66  -0.519
C: -3.41 1.53 0.52  0.922
O: -3.51 2.87 0.91  -0.392
C: -3.03 3.85 0.15  0.402
F: -1.70 3.75 -0.07  -0.239
F: -3.60 3.90 -1.08  -0.244
C: -3.95 0.61 1.41  -0.436
C: -3.90 -0.73 1.12  -0.854
H: -2.06 -4.24 -1.04  0.319
H: -2.55 -3.06 -2.28  0.355
H: 0.83 -1.47 2.19  0.458
H: 3.02 -0.37 2.32  0.399
H: 5.26 -0.66 2.05  0.480
H: 4.91 1.09 2.13  0.325
H: 7.29 1.18 1.85  0.352
H: 7.31 -0.31 0.89  0.300
H: 7.36 1.27 -0.93  0.359
H: 6.41 2.45 -0.02  0.260
H: 3.31 -0.54 -1.96  0.454
H: 1.12 -1.63 -2.06  0.460
H: -2.32 -0.56 -1.88  0.323
H: -2.41 1.80 -1.37  0.386
H: -3.23 4.81 0.65  0.159
H: -4.40 0.98 2.32  0.449
H: -4.31 -1.46 1.80  0.437

---

What are the M values for these records? In order: 3612.5 389.4 g mol⁻¹.